# 1
{"formula": "C37H52BrF13N2O25PS7", "method": "ωB97M-V/def2-TZVPD", "orbital_gap_ev": 6.34, "homo_energy_ev": -9.870, "lumo_energy_ev": -3.532, "total_charge": 1, "symbols": ["O", "P", "N", "C", "Br", "C", "C", "C", "C", "S", "C", "S", "N", "C", "C", "O", "C", "C", "O", "C", "O", "C", "O", "C", "C", "C", "C", "C", "C", "C", "C", "C", "C", "F", "F", "C", "F", "F", "C", "F", "F", "C", "F", "F", "C", "F", "F", "C", "F", "F", "F", "H", "H", "H", "H", "H", "H", "H", "H", "H", "H", "H", "H", "H", "H", "H", "H", "H", "H", "H", "H", "H", "H", "H", "H", "H", "H", "H", "H", "H", "H", "H", "H", "C", "C", "O", "S", "O", "O", "O", "H", "H", "H", "H", "C", "C", "O", "S", "O", "O", "O", "H", "H", "H", "H", "C", "C", "O", "S", "O", "O", "O", "H", "H", "H", "H", "C", "C", "O", "S", "O", "O", "O", "H", "H", "H", "H", "C", "C", "O", "S", "O", "O", "O", "H", "H", "H", "H"], "positions_angstrom": [[2.205, -5.768, 3.839], [0.752, -6.179, 3.439], [-0.421, -4.848, 3.376], [-1.833, -5.427, 3.332], [-1.962, -7.331, 2.775], [-2.853, -4.619, 2.362], [-3.500, -3.281, 3.075], [-5.083, -3.510, 3.337], [-6.010, -3.005, 2.095], [-7.166, -1.631, 2.697], [-6.773, -0.049, 1.758], [-5.625, 0.979, 2.437], [-7.489, 0.157, 0.484], [-7.391, 1.572, -0.016], [-6.043, 1.879, -0.868], [-5.676, 0.785, -1.793], [-5.571, -0.464, -1.047], [-7.084, -0.835, -0.567], [-2.358, -4.372, 1.019], [-0.907, -4.231, 0.961], [-0.405, -5.517, 0.444], [-0.656, -3.185, -0.285], [0.660, -3.312, -0.882], [0.628, -4.005, -2.144], [1.404, -5.405, -2.193], [1.462, -6.322, -3.479], [0.728, -5.851, -4.791], [-0.006, -4.445, -4.764], [-0.065, -3.513, -3.466], [-0.209, -3.781, 2.337], [1.304, -3.220, 2.202], [1.364, -1.603, 1.905], [2.857, -1.140, 1.412], [3.746, -1.496, 2.479], [3.151, -2.018, 0.279], [2.787, 0.416, 1.031], [2.114, 0.485, -0.264], [1.862, 1.082, 1.946], [4.153, 1.255, 1.099], [4.766, 1.185, 2.425], [3.763, 2.660, 0.998], [5.311, 0.834, 0.069], [6.515, 1.524, 0.531], [5.660, -0.580, 0.173], [5.120, 1.237, -1.469], [3.999, 2.056, -1.792], [6.300, 1.995, -1.883], [5.073, -0.029, -2.510], [6.337, -0.702, -2.627], [3.961, -0.898, -2.297], [4.849, 0.584, -3.814], [0.339, -7.038, 4.544], [0.897, -6.920, 2.200], [-0.366, -4.358, 4.307], [-2.280, -5.358, 4.403], [-3.771, -5.331, 2.232], [-2.907, -3.010, 4.039], [-3.409, -2.433, 2.280], [-5.398, -2.918, 4.272], [-5.335, -4.624, 3.560], [-6.668, -3.859, 1.652], [-5.407, -2.537, 1.231], [-7.513, 2.365, 0.821], [-8.285, 1.730, -0.739], [-5.133, 2.168, -0.218], [-6.267, 2.786, -1.543], [-4.835, -0.318, -0.171], [-5.158, -1.321, -1.710], [-7.785, -0.714, -1.489], [-7.184, -1.940, -0.232], [-1.002, -5.794, -0.311], [-0.974, -2.106, -0.031], [-1.414, -3.543, -1.101], [1.957, -5.780, -1.244], [2.046, -7.315, -3.400], [0.755, -6.543, -5.719], [-0.545, -4.103, -5.735], [-0.625, -2.514, -3.501], [-0.810, -2.848, 2.712], [1.767, -3.303, 3.271], [1.863, -3.842, 1.416], [1.155, -1.116, 2.946], [0.527, -1.235, 1.215], [9.342, 3.713, -0.509], [8.752, 4.067, -1.866], [9.471, 5.223, -2.294], [10.989, 5.143, -1.721], [11.834, 4.618, -2.758], [11.277, 6.363, -1.026], [10.742, 3.968, -0.627], [8.943, 4.360, 0.277], [9.166, 2.669, -0.242], [7.683, 4.276, -1.812], [8.930, 3.269, -2.594], [4.480, -2.658, 6.777], [4.044, -4.035, 6.299], [3.040, -4.450, 7.224], [2.233, -3.143, 7.750], [1.027, -3.019, 6.977], [2.242, -3.150, 9.182], [3.285, -2.020, 7.230], [5.169, -2.734, 7.624], [4.947, -2.074, 5.982], [4.868, -4.749, 6.279], [3.586, -3.981, 5.307], [15.399, 5.654, -3.565], [14.151, 5.470, -4.415], [14.169, 6.558, -5.341], [15.711, 6.935, -5.685], [16.068, 6.291, -6.916], [15.896, 8.339, -5.458], [16.407, 6.117, -4.465], [15.247, 6.422, -2.801], [15.713, 4.725, -3.087], [13.236, 5.485, -3.821], [14.197, 4.539, -4.988], [-8.545, 6.613, -2.321], [-9.520, 6.759, -1.161], [-9.640, 5.449, -0.608], [-8.225, 4.669, -0.788], [-7.489, 4.781, 0.441], [-8.478, 3.412, -1.434], [-7.561, 5.681, -1.871], [-9.037, 6.191, -3.200], [-8.076, 7.562, -2.588], [-10.494, 7.132, -1.481], [-9.115, 7.417, -0.386], [-13.762, 3.947, -3.369], [-13.746, 3.796, -1.854], [-12.501, 3.162, -1.558], [-11.392, 3.638, -2.645], [-10.623, 4.712, -2.064], [-10.789, 2.470, -3.218], [-12.421, 4.277, -3.731], [-14.025, 3.004, -3.858], [-14.449, 4.729, -3.698], [-14.580, 3.197, -1.487], [-13.754, 4.772, -1.360]]}

---

# 2
{"formula": "C3H7NO2", "method": "ωB97M-V/def2-TZVPD", "orbital_gap_ev": [8.66, 8.51], "homo_energy_ev": [-9.123, -8.970], "lumo_energy_ev": [-0.462, -0.457], "total_charge": 0, "symbols": ["N", "C", "O", "C", "C", "O", "H", "H", "H", "H", "H", "H", "H"], "positions_angstrom": [[-1.621, -0.931, -1.001], [-0.555, -0.257, -1.308], [-1.260, 0.867, -1.006], [0.043, 1.121, 0.087], [1.237, 0.420, 0.686], [0.798, -0.269, 1.819], [-0.714, -2.496, -1.324], [-2.229, -1.716, -0.955], [-0.560, 1.611, 0.856], [0.393, 1.827, -0.650], [1.799, -0.150, -0.058], [1.902, 1.191, 1.117], [0.765, -1.221, 1.737]]}

---

# 3
{"formula": "C16H10Cl3N2OTe4Ti", "method": "ωB97M-V/def2-TZVPD", "orbital_gap_ev": [5.27, 6.04], "spin_multiplicity": 3, "homo_energy_ev": [-2.893, -3.955], "lumo_energy_ev": [2.380, 2.086], "total_charge": -1, "symbols": ["Ti", "Cl", "C", "C", "C", "Cl", "C", "O", "C", "Cl", "C", "H", "H", "Te", "Te", "Te", "Te", "C", "C", "C", "C", "N", "C", "C", "C", "C", "C", "C", "N", "H", "H", "H", "H", "H", "H", "H", "H"], "positions_angstrom": [[7.546, 8.944, 9.452], [4.398, 9.702, 15.697], [5.077, 9.139, 14.190], [5.389, 10.022, 13.176], [5.837, 9.510, 11.988], [6.144, 10.569, 10.600], [6.002, 8.142, 11.729], [6.601, 7.714, 10.679], [5.572, 7.253, 12.790], [5.666, 5.575, 12.551], [5.205, 7.785, 14.029], [5.187, 11.079, 13.307], [4.974, 7.122, 14.849], [9.392, 9.061, 11.337], [11.768, 9.971, 10.225], [11.945, 8.239, 8.187], [9.400, 9.033, 7.647], [6.664, 12.603, 7.064], [5.919, 12.062, 5.981], [5.725, 10.718, 5.874], [6.203, 9.883, 6.919], [6.818, 10.416, 8.035], [7.141, 11.726, 8.018], [6.123, 8.445, 6.893], [5.747, 7.735, 5.723], [5.818, 6.342, 5.774], [6.139, 5.676, 6.977], [6.514, 6.431, 8.070], [6.480, 7.789, 8.045], [6.814, 13.699, 7.165], [5.429, 12.736, 5.242], [5.247, 10.232, 4.993], [7.589, 12.154, 8.908], [5.256, 8.236, 4.842], [5.435, 5.787, 4.875], [6.016, 4.599, 7.016], [6.656, 6.008, 9.045]]}

---

# 4
{"formula": "C5H7NO", "method": "ωB97M-V/def2-TZVPD", "orbital_gap_ev": 9.65, "homo_energy_ev": -9.142, "lumo_energy_ev": 0.509, "total_charge": 0, "symbols": ["C", "C", "C", "C", "O", "C", "N", "H", "H", "H", "H", "H", "H", "H"], "positions_angstrom": [[-1.052, -1.021, 0.431], [-0.536, 0.374, 0.025], [0.815, 0.297, -0.725], [2.026, 0.040, 0.117], [1.815, 0.095, 1.428], [-1.530, 1.071, -0.808], [-2.306, 1.600, -1.486], [-1.998, -0.945, 0.979], [-0.314, -1.510, 1.075], [-1.217, -1.644, -0.456], [-0.387, 0.971, 0.936], [0.786, -0.462, -1.521], [1.038, 1.242, -1.248], [2.859, -0.105, 1.251]]}

---

# 5
{"formula": "C4H6O2", "method": "ωB97M-V/def2-TZVPD", "orbital_gap_ev": 10.54, "smiles": "C=COCC=O", "homo_energy_ev": -9.620, "lumo_energy_ev": 0.915, "total_charge": 0, "symbols": ["C", "C", "O", "C", "C", "O", "H", "H", "H", "H", "H", "H"], "positions_angstrom": [[1.041, -0.811, -1.029], [1.208, 0.092, -0.068], [0.537, 1.299, -0.142], [-0.749, 1.097, 0.456], [-1.088, -0.400, 0.521], [-1.212, -1.029, 1.543], [1.359, -1.839, -0.907], [-1.210, -0.861, -0.474], [0.522, -0.526, -1.943], [1.762, -0.090, 0.854], [-1.499, 1.590, -0.178], [-0.773, 1.512, 1.468]]}

---

# 6
{"formula": "C4H6O2", "method": "ωB97M-V/def2-TZVPD", "orbital_gap_ev": 10.48, "smiles": "O=C[C@H]1CCO1", "homo_energy_ev": -9.700, "lumo_energy_ev": 0.782, "total_charge": 0, "symbols": ["O", "C", "C", "C", "C", "O", "H", "H", "H", "H", "H", "H"], "positions_angstrom": [[-0.499, -1.609, 2.066], [0.109, -1.400, 1.044], [-0.482, -0.623, -0.118], [-0.477, 0.900, 0.114], [0.667, 0.883, -0.911], [0.435, -0.506, -1.210], [1.159, -1.741, 0.895], [-1.437, -1.076, -0.412], [-0.241, 1.227, 1.129], [-1.384, 1.397, -0.235], [1.665, 1.034, -0.481], [0.554, 1.518, -1.795]]}

---

# 7
{"formula": "C22H37O17S", "method": "ωB97M-V/def2-TZVPD", "orbital_gap_ev": 8.00, "homo_energy_ev": -5.968, "lumo_energy_ev": 2.028, "total_charge": -1, "symbols": ["O", "H", "C", "C", "C", "O", "C", "O", "O", "H", "H", "H", "H", "H", "H", "C", "C", "C", "O", "C", "O", "O", "H", "H", "H", "H", "H", "H", "C", "C", "C", "O", "C", "O", "O", "H", "H", "H", "H", "H", "H", "C", "C", "C", "O", "C", "O", "O", "H", "H", "H", "H", "H", "H", "C", "C", "C", "O", "C", "O", "O", "H", "H", "H", "H", "H", "H", "C", "S", "O", "C", "H", "H", "H", "H", "H", "H"], "positions_angstrom": [[0.076, -0.449, 0.457], [0.461, 0.078, -0.250], [-2.768, -0.690, -2.385], [-1.807, -1.721, -1.863], [-2.184, -2.360, -0.517], [-2.370, -3.753, -0.812], [-2.038, -4.001, -2.089], [-1.971, -5.096, -2.547], [-1.796, -2.861, -2.760], [-2.567, -0.459, -3.431], [-2.711, 0.229, -1.802], [-3.788, -1.073, -2.297], [-0.789, -1.333, -1.807], [-3.096, -1.905, -0.134], [-1.373, -2.223, 0.196], [-1.549, 1.985, 3.852], [-2.109, 1.074, 2.780], [-2.805, -0.220, 3.257], [-4.075, -0.192, 2.610], [-4.178, 0.909, 1.827], [-5.092, 1.148, 1.106], [-3.117, 1.724, 1.983], [-0.566, 1.609, 4.140], [-2.168, 2.041, 4.751], [-1.434, 2.991, 3.448], [-1.273, 0.798, 2.122], [-2.956, -0.215, 4.341], [-2.222, -1.105, 3.009], [2.661, -1.168, 3.536], [1.187, -1.331, 3.290], [0.803, -2.663, 2.677], [-0.380, -3.045, 3.405], [-0.449, -2.310, 4.545], [-1.181, -2.530, 5.449], [0.388, -1.267, 4.495], [2.864, -0.143, 3.882], [3.215, -1.225, 2.599], [3.029, -1.823, 4.326], [0.838, -0.540, 2.613], [1.547, -3.450, 2.853], [0.584, -2.604, 1.613], [0.083, 3.230, 0.889], [1.331, 2.919, 1.658], [2.255, 1.838, 1.061], [3.539, 2.478, 0.927], [3.474, 3.745, 1.408], [4.411, 4.453, 1.561], [2.197, 4.100, 1.656], [0.308, 3.656, -0.092], [-0.529, 3.996, 1.373], [-0.533, 2.332, 0.809], [1.151, 2.733, 2.715], [1.918, 1.429, 0.118], [2.365, 1.043, 1.794], [0.108, 1.128, -3.278], [0.020, 2.282, -4.250], [1.154, 2.365, -5.262], [0.501, 2.818, -6.457], [-0.823, 2.513, -6.372], [-1.599, 2.611, -7.268], [-1.123, 2.079, -5.136], [1.037, 1.243, -2.703], [0.110, 0.144, -3.737], [-0.696, 1.214, -2.546], [-0.153, 3.218, -3.720], [1.650, 1.411, -5.447], [1.912, 3.091, -4.967], [1.876, -3.704, -1.350], [3.284, -2.794, -2.002], [3.362, -3.028, -3.464], [2.545, -1.185, -1.736], [2.129, -4.762, -1.330], [0.981, -3.508, -1.931], [1.785, -3.365, -0.312], [1.478, -1.157, -1.973], [2.997, -0.466, -2.420], [2.654, -0.930, -0.682]]}

---

# 8
{"formula": "C5H14", "method": "ωB97M-V/def2-TZVPD", "orbital_gap_ev": 12.44, "smiles": "CCC.CC", "homo_energy_ev": -11.288, "lumo_energy_ev": 1.154, "total_charge": 0, "symbols": ["C", "C", "H", "H", "H", "H", "H", "H", "C", "C", "C", "H", "H", "H", "H", "H", "H", "H", "H"], "positions_angstrom": [[0.828, 0.690, -2.163], [1.563, -0.636, -2.307], [1.158, 1.288, -1.321], [0.864, 1.317, -3.058], [-0.238, 0.441, -2.154], [2.611, -0.527, -2.012], [1.165, -1.528, -1.834], [1.652, -0.935, -3.360], [-0.448, 0.327, 1.279], [-0.306, -1.164, 1.572], [-1.725, 0.884, 1.954], [0.392, 0.868, 1.714], [-0.540, 0.538, 0.216], [-1.202, -1.735, 1.325], [-2.644, 0.617, 1.431], [-1.755, 0.441, 2.953], [-1.711, 1.961, 2.015], [0.570, -1.588, 1.090], [-0.235, -1.259, 2.662]]}

---

# 9
{"formula": "C33H49BrNP3Ti", "method": "ωB97M-V/def2-TZVPD", "orbital_gap_ev": 3.69, "homo_energy_ev": -18.524, "lumo_energy_ev": -14.839, "total_charge": 4, "symbols": ["C", "C", "C", "C", "N", "C", "C", "C", "C", "C", "C", "C", "C", "C", "Ti", "P", "H", "H", "H", "H", "H", "H", "H", "H", "C", "C", "H", "H", "H", "H", "H", "C", "C", "H", "H", "H", "H", "H", "C", "C", "H", "H", "H", "H", "H", "Br", "P", "C", "C", "H", "H", "H", "H", "H", "C", "C", "H", "H", "H", "H", "H", "C", "C", "H", "H", "H", "H", "H", "C", "P", "C", "C", "C", "C", "C", "C", "C", "H", "H", "H", "H", "H", "H", "H", "H", "H", "H", "H"], "positions_angstrom": [[3.239, 4.888, -1.055], [2.085, 4.103, -1.357], [1.901, 3.887, -2.758], [2.681, 4.561, -3.707], [3.652, 5.412, -3.381], [3.924, 5.570, -2.095], [1.062, 3.685, -0.359], [0.228, 3.281, 0.448], [-1.036, 2.692, 0.869], [-1.141, 1.567, 1.785], [-2.325, 0.739, 1.802], [-3.024, 0.727, 0.546], [-3.211, 2.011, 0.011], [-2.296, 3.051, 0.332], [-1.272, -0.624, 0.684], [1.319, -0.685, -0.339], [1.098, 3.266, -3.157], [3.555, 5.085, -0.029], [2.528, 4.466, -4.786], [4.715, 6.303, -1.863], [-2.513, 4.103, 0.013], [-0.642, 1.657, 2.762], [-4.087, 2.207, -0.642], [-2.646, 0.103, 2.633], [2.152, -2.370, -0.347], [3.329, -2.622, -1.285], [1.345, -3.089, -0.562], [2.474, -2.596, 0.680], [3.665, -3.671, -1.209], [3.083, -2.448, -2.337], [4.207, -2.018, -1.034], [1.465, -0.111, -2.107], [2.809, 0.422, -2.606], [0.702, 0.684, -2.190], [1.131, -0.932, -2.768], [2.752, 0.643, -3.688], [3.085, 1.363, -2.115], [3.625, -0.300, -2.482], [2.484, 0.428, 0.600], [3.977, 0.117, 0.540], [2.143, 0.405, 1.648], [2.300, 1.462, 0.267], [4.538, 0.830, 1.166], [4.233, -0.889, 0.893], [4.382, 0.239, -0.469], [-4.468, -0.871, 0.202], [-1.888, -1.964, -1.751], [-0.698, -2.821, -2.859], [-1.269, -4.083, -3.506], [0.224, -3.071, -2.305], [-0.435, -2.086, -3.637], [-0.473, -4.500, -4.137], [-1.537, -4.850, -2.758], [-2.136, -3.887, -4.165], [-2.966, -3.194, -0.994], [-4.305, -3.455, -1.685], [-3.169, -2.892, 0.050], [-2.382, -4.122, -0.938], [-4.866, -4.156, -1.057], [-4.918, -2.549, -1.746], [-4.216, -3.911, -2.678], [-2.730, -0.787, -2.868], [-3.157, -1.190, -4.279], [-2.079, 0.105, -2.907], [-3.589, -0.453, -2.278], [-3.645, -0.315, -4.740], [-2.276, -1.390, -4.901], [-3.868, -2.038, -4.350], [1.279, -2.176, 2.912], [-0.211, -1.192, 2.876], [-1.533, -2.265, 3.466], [0.143, 0.066, 4.171], [1.370, 0.741, 4.223], [1.433, 2.003, 4.812], [0.298, 2.573, 5.397], [-0.870, 1.818, 5.487], [-0.917, 0.529, 4.969], [1.241, -3.061, 2.291], [1.455, -2.463, 3.950], [2.108, -1.558, 2.591], [-1.162, -2.698, 4.399], [-2.425, -1.684, 3.707], [-1.793, -3.075, 2.775], [2.288, 0.276, 3.885], [2.399, 2.493, 4.920], [0.358, 3.540, 5.903], [-1.739, 2.213, 5.994], [-1.758, -0.112, 5.213]]}

---

# 10
{"formula": "C7H16BBrO2", "method": "ωB97M-V/def2-TZVPD", "orbital_gap_ev": 9.59, "smiles": "CC(C)C(Br)(B(O)O)C(C)C", "homo_energy_ev": -9.397, "lumo_energy_ev": 0.195, "total_charge": 0, "symbols": ["B", "C", "C", "C", "C", "C", "C", "C", "O", "O", "Br", "H", "H", "H", "H", "H", "H", "H", "H", "H", "H", "H", "H", "H", "H", "H", "H"], "positions_angstrom": [[0.617, -1.531, -1.006], [0.383, -1.473, 2.046], [-1.655, -0.455, 1.213], [0.331, 2.322, -0.022], [0.857, 1.272, -2.115], [-0.129, -0.258, 1.317], [0.187, 1.064, -0.834], [0.594, -0.192, -0.007], [-0.457, -2.340, -0.937], [1.633, -1.696, -1.837], [2.549, 0.112, 0.314], [-0.148, -1.622, 2.925], [1.444, -1.288, 2.341], [0.177, -2.443, 1.496], [-2.014, -1.085, 0.483], [-2.202, -0.825, 2.036], [-2.177, 0.442, 1.125], [1.205, 2.233, 0.588], [0.203, 3.196, -0.516], [-0.538, 2.315, 0.725], [0.693, 2.190, -2.630], [1.941, 1.281, -2.036], [0.742, 0.439, -2.780], [-0.004, 0.577, 1.912], [-0.946, 0.998, -0.995], [-0.313, -3.180, -1.457], [2.002, -2.365, -2.335]]}

---

The following energy values (in Ha) correspond, in order, to the records above: -10431.53589, -323.36735, -4102.75828, -324.57993, -306.40930, -306.43564, -2537.89053, -198.87737, -5787.38715, -3025.71599.
The following molecular weight values (in g mol⁻¹) correspond, in order, to the records above: 1507.133, 89.094, 910.895, 97.117, 86.090, 86.090, 605.588, 74.167, 680.455, 222.919.